Below is C4H7N3 in the gas phase, with properties calculated with ωB97M-V with the def2-TZVPD basis set.

Atoms and positions in Å:
H -1.820 -0.574 0.848
H 0.860 -0.797 2.047
H 1.869 -0.200 -0.150
C -0.292 0.269 -0.157
N -0.246 1.491 -2.064
C -0.051 -1.275 1.674
H -1.801 1.578 -0.802
N -1.026 0.987 -1.061
H 1.766 1.291 -2.472
C 0.955 1.035 -1.801
N -0.860 -0.286 0.979
H -0.608 -1.653 2.535
C 1.006 0.258 -0.613
H 0.248 -2.123 1.037

Computed properties:
* LUMO energy: 0.92 eV
* net charge: 0
* HOMO: -8.18 eV
* SMILES string: CNc1ccn[nH]1
* ΔE to the lowest compared entry with this formula, charge and spin: 57.26 kJ/mol

***

Below is C4H7N3 in the gas phase at a distorted geometry, with properties calculated with ωB97M-V with the def2-TZVPD basis set.

Atoms and positions in Å:
H -1.556 -1.387 0.009
C 0.340 1.145 0.399
N -1.991 1.982 -0.472
H 1.237 -1.420 -1.246
H -0.864 -2.653 -1.027
C -0.948 1.639 -0.105
C 0.359 -0.883 -0.872
N 1.053 2.019 1.192
N 0.869 0.025 0.128
H -0.196 -2.371 0.595
H 0.574 2.626 1.839
H -0.095 -0.352 -1.720
C -0.627 -1.884 -0.285
H 1.848 1.514 1.566

Computed properties:
* LUMO energy: 0.60 eV
* net charge: 0
* HOMO: -9.72 eV
* SMILES string: CC/N=C(/N)C#N
* ΔE to the lowest compared entry with this formula, charge and spin: 54.16 kJ/mol